# C24H17BCl44N2O4S

12 unconnected molecules or ions with the total composition C24H17BCl44N2O4S at a distorted geometry (ωB97M-V/def2-TZVPD, OMol25).

Last columns: bonded neighbours and bond lengths (Å).
Atoms and positions in Å:
1 N 3.549 -0.631 -0.236  B2 1.470, H22 1.020, H23 1.020
2 B 2.285 -0.145 0.337  N1 1.470, O3 1.383, C4 1.583
3 O 2.223 0.167 1.683  B2 1.383, H24 0.969
4 C 0.948 0.016 -0.496  B2 1.583, C5 1.391, C9 1.365
5 C -0.154 -0.758 -0.149  C4 1.391, C6 1.346, H25 1.083
6 C -1.299 -0.620 -0.844  C5 1.346, C7 1.376, C20 1.524
7 C -1.393 0.243 -1.912  C6 1.376, C8 1.351, C13 1.520
8 C -0.343 1.008 -2.282  C7 1.351, C9 1.375, H26 1.083
9 C 0.807 0.885 -1.539  C4 1.365, C8 1.375, C10 1.547
10 C 1.975 1.819 -1.935  C9 1.547, C11 1.579, H27 1.089, H28 1.099
11 C 1.667 3.195 -1.225  C10 1.579, O12 1.431, H29 1.087, H30 1.091
12 O 0.728 3.050 -0.154  C11 1.431, H31 0.962
13 C -2.802 0.154 -2.476  C7 1.520, O14 1.213, N15 1.390
14 O -3.263 0.599 -3.506  C13 1.213
15 N -3.459 -0.632 -1.537  C13 1.390, C16 1.458, C20 1.383
16 C -4.913 -0.659 -1.429  N15 1.458, C17 1.542, H32 1.093, H33 1.087
17 C -5.577 0.733 -1.416  C16 1.542, C18 1.556, H34 1.087, H35 1.090
18 C -6.285 1.061 -0.069  C17 1.556, S19 1.825, H36 1.089, H37 1.088
19 S -5.675 2.599 0.701  C18 1.825, H38 1.346
20 C -2.646 -1.305 -0.645  C6 1.524, N15 1.383, O21 1.210
21 O -2.927 -2.220 0.095  C20 1.210
22 H 3.953 -1.260 0.458  N1 1.020
23 H 4.219 0.138 -0.257  N1 1.020
24 H 1.314 -0.033 1.951  O3 0.969
25 H -0.088 -1.440 0.690  C5 1.083
26 H -0.424 1.705 -3.107  C8 1.083
27 H 2.943 1.405 -1.655  C10 1.089
28 H 1.932 1.969 -3.022  C10 1.099
29 H 1.176 3.842 -1.947  C11 1.087
30 H 2.566 3.624 -0.779  C11 1.091
31 H 1.191 2.720 0.621  O12 0.962
32 H -5.298 -1.215 -2.287  C16 1.093
33 H -5.216 -1.201 -0.536  C16 1.087
34 H -4.906 1.554 -1.654  C17 1.087
35 H -6.354 0.728 -2.180  C17 1.090
36 H -7.344 1.221 -0.263  C18 1.089
37 H -6.230 0.229 0.630  C18 1.088
38 H -6.633 3.503 0.424  S19 1.346
39 Cl -0.525 -2.066 3.296  C40 1.778
40 C -1.135 -3.736 3.323  Cl39 1.778, Cl41 1.766, Cl42 1.768, Cl43 1.761
41 Cl -0.887 -4.471 1.737  C40 1.766
42 Cl -0.245 -4.655 4.545  C40 1.768
43 Cl -2.851 -3.740 3.716  C40 1.761
44 Cl 3.963 0.955 -6.010  C45 1.770
45 C 2.678 -0.253 -5.845  Cl44 1.770, Cl46 1.772, Cl47 1.768, Cl48 1.762
46 Cl 1.776 0.045 -4.349  C45 1.772
47 Cl 1.587 -0.147 -7.232  C45 1.768
48 Cl 3.380 -1.868 -5.765  C45 1.762
49 Cl 4.488 -3.239 -2.317  C50 1.765
50 C 3.090 -4.313 -2.411  Cl49 1.765, Cl51 1.768, Cl52 1.768, Cl53 1.768
51 Cl 1.678 -3.500 -1.725  C50 1.768
52 Cl 2.780 -4.709 -4.106  C50 1.768
53 Cl 3.418 -5.797 -1.507  C50 1.768
54 Cl 6.794 -2.849 -4.413  C55 1.767
55 C 7.669 -2.919 -5.946  Cl54 1.767, Cl56 1.768, Cl57 1.769, Cl58 1.768
56 Cl 8.275 -1.310 -6.356  C55 1.768
57 Cl 9.030 -4.040 -5.800  C55 1.769
58 Cl 6.577 -3.479 -7.219  C55 1.768
59 Cl 2.545 4.835 -7.410  C60 1.767
60 C 1.430 4.658 -6.050  Cl59 1.767, Cl61 1.767, Cl62 1.769, Cl63 1.767
61 Cl 1.440 2.981 -5.495  C60 1.767
62 Cl 1.942 5.707 -4.722  C60 1.769
63 Cl -0.201 5.104 -6.562  C60 1.767
64 Cl 13.628 -5.214 -3.911  C65 1.767
65 C 13.014 -6.070 -5.329  Cl64 1.767, Cl66 1.769, Cl67 1.767, Cl68 1.767
66 Cl 11.247 -6.119 -5.268  C65 1.769
67 Cl 13.527 -5.227 -6.795  C65 1.767
68 Cl 13.648 -7.719 -5.344  C65 1.767
69 Cl -5.209 -0.322 7.943  C70 1.768
70 C -5.334 -0.734 6.227  Cl69 1.768, Cl71 1.768, Cl72 1.769, Cl73 1.764
71 Cl -6.067 -2.334 6.060  C70 1.768
72 Cl -6.343 0.464 5.406  C70 1.769
73 Cl -3.723 -0.737 5.507  C70 1.764
74 Cl -9.154 -4.937 6.505  C75 1.769
75 C -9.744 -3.910 7.819  Cl74 1.769, Cl76 1.767, Cl77 1.765, Cl78 1.768
76 Cl -9.515 -4.739 9.363  C75 1.767
77 Cl -8.841 -2.393 7.824  C75 1.765
78 Cl -11.463 -3.576 7.579  C75 1.768
79 Cl 1.910 9.961 -2.970  C80 1.767
80 C 2.700 8.913 -1.788  Cl79 1.767, Cl81 1.767, Cl82 1.769, Cl83 1.767
81 Cl 1.478 8.132 -0.779  C80 1.767
82 Cl 3.638 7.676 -2.634  C80 1.769
83 Cl 3.779 9.876 -0.772  C80 1.767
84 Cl -3.728 1.529 13.071  C85 1.767
85 C -3.889 1.320 11.324  Cl84 1.767, Cl86 1.767, Cl87 1.767, Cl88 1.769
86 Cl -3.981 2.903 10.545  C85 1.767
87 Cl -2.492 0.436 10.701  C85 1.767
88 Cl -5.363 0.408 10.973  C85 1.769
89 Cl 0.292 3.449 4.951  C90 1.767
90 C -0.433 1.839 5.022  Cl89 1.767, Cl91 1.775, Cl92 1.766, Cl93 1.762
91 Cl -0.288 1.066 3.431  C90 1.775
92 Cl 0.413 0.860 6.225  C90 1.766
93 Cl -2.134 1.980 5.458  C90 1.762

Results
SMILES ... NB(O)c1cc2c(cc1CCO)C(=O)N(CCCS)C2=O.ClC(Cl)(Cl)Cl.ClC(Cl)(Cl)Cl.ClC(Cl)(Cl)Cl.ClC(Cl)(Cl)Cl.ClC(Cl)(Cl)Cl.ClC(Cl)(Cl)Cl.ClC(Cl)(Cl)Cl.ClC(Cl)(Cl)Cl.ClC(Cl)(Cl)Cl.ClC(Cl)(Cl)Cl.ClC(Cl)(Cl)Cl
Total energy ... -22006.62587 hartree
Energy above the lowest of the compared OMol25 structures with the same formula, charge and spin ... 21.4 kcal per mole
Charge ... 0
HOMO level ... -9.112 eV
Spin multiplicity ... 1
Lowest unoccupied orbital energy ... -0.008 Ha


# C24H17F5N4O3

2 unconnected molecules or ions with the total composition C24H17F5N4O3 at a distorted geometry (ωB97M-V/def2-TZVPD, OMol25).

Last columns: bonded neighbours and bond lengths (Å).
Atoms and positions in Å:
1 C -4.904 -0.563 0.732  N2 1.461, H28 1.087, H29 1.086, H30 1.087
2 N -4.172 0.693 0.884  C1 1.461, C3 1.384, C17 1.372
3 C -4.735 1.941 1.078  N2 1.384, C4 1.355, H31 1.076
4 C -3.731 2.842 1.212  C3 1.355, N5 1.386, H32 1.078
5 N -2.524 2.167 1.120  C4 1.386, C6 1.435, C17 1.389
6 C -1.261 2.826 1.294  N5 1.435, C7 1.392, C15 1.395
7 C -0.918 3.878 0.449  C6 1.392, F8 1.344, C9 1.386
8 F -1.807 4.320 -0.458  C7 1.344
9 C 0.345 4.445 0.517  C7 1.386, F10 1.343, C11 1.388
10 F 0.676 5.452 -0.306  C9 1.343
11 C 1.279 3.954 1.420  C9 1.388, F12 1.343, C13 1.387
12 F 2.539 4.419 1.405  C11 1.343
13 C 0.935 2.923 2.282  C11 1.387, F14 1.344, C15 1.386
14 F 1.861 2.400 3.102  C13 1.344
15 C -0.335 2.371 2.232  C6 1.395, C13 1.386, F16 1.345
16 F -0.645 1.349 3.050  C15 1.345
17 C -2.806 0.826 0.896  N2 1.372, N5 1.389, C18 1.448
18 C -1.870 -0.273 0.790  C17 1.448, C19 1.433, O27 1.238
19 C -0.487 0.041 0.583  C18 1.433, C20 1.355, H33 1.074
20 C 0.519 -0.773 0.987  C19 1.355, C21 1.437, H34 1.076
21 C 1.900 -0.383 1.041  C20 1.437, C22 1.404, C26 1.405
22 C 2.806 -1.113 1.827  C21 1.404, C23 1.373, H35 1.078
23 C 4.107 -0.698 1.967  C22 1.373, C24 1.382, H36 1.077
24 C 4.550 0.443 1.324  C23 1.382, C25 1.381, H37 1.077
25 C 3.680 1.172 0.537  C24 1.381, C26 1.374, H38 1.079
26 C 2.375 0.769 0.391  C21 1.405, C25 1.374, H39 1.076
27 O -2.250 -1.443 0.922  C18 1.238
28 H -4.201 -1.378 0.576  C1 1.087
29 H -5.476 -0.772 1.631  C1 1.086
30 H -5.576 -0.519 -0.121  C1 1.087
31 H -5.790 2.140 1.154  C3 1.076
32 H -3.817 3.899 1.404  C4 1.078
33 H -0.253 1.022 0.212  C19 1.074
34 H 0.242 -1.722 1.414  C20 1.076
35 H 2.457 -1.987 2.353  C22 1.078
36 H 4.786 -1.255 2.591  C23 1.077
37 H 5.572 0.763 1.438  C24 1.077
38 H 4.022 2.070 0.047  C25 1.079
39 H 1.708 1.339 -0.232  C26 1.076
40 C 1.184 -2.404 -4.846  N41 1.451, H49 1.090, H50 1.089, H51 1.089
41 N 0.896 -3.067 -3.588  C40 1.451, C42 1.400, C48 1.365
42 C 0.931 -2.281 -2.429  N41 1.400, O43 1.224, N44 1.356
43 O 1.175 -1.088 -2.544  C42 1.224
44 N 0.714 -2.833 -1.210  C42 1.356, C45 1.358
45 C 0.451 -4.164 -1.135  N44 1.358, O46 1.230, C47 1.437
46 O 0.269 -4.699 -0.043  C45 1.230
47 C 0.395 -4.972 -2.322  C45 1.437, C48 1.343, H52 1.078
48 C 0.622 -4.403 -3.517  N41 1.365, C47 1.343, H53 1.076
49 H 1.196 -3.113 -5.673  C40 1.090
50 H 0.427 -1.641 -5.022  C40 1.089
51 H 2.155 -1.918 -4.765  C40 1.089
52 H 0.186 -6.025 -2.229  C47 1.078
53 H 0.601 -4.977 -4.427  C48 1.076

Results
Total energy ... -1868.71973 hartree
Charge ... 0
HOMO level ... -6.550 eV
Spin multiplicity ... 1
Lowest unoccupied orbital energy ... -0.072 Ha


> charge of number 2 (C24H17F5N4O3)?

0


> Look up the lowest unoccupied orbital energy of the first one.

-0.008 Ha


> What is the formula in the second record?

C24H17F5N4O3